{"formula": "C14H28N4SiTc", "method": "wB97M-V/def2-TZVPD", "fmax_ev_per_a": 10.36, "multiplicity": 2, "orbital_gap_ev": [6.90, 6.89], "energy_ha": -1138.32248, "charge": 2, "elements": ["Tc", "C", "C", "N", "C", "C", "C", "C", "C", "C", "C", "N", "C", "C", "N", "N", "H", "H", "H", "H", "H", "H", "H", "H", "H", "H", "H", "H", "H", "H", "H", "H", "H", "H", "C", "Si", "C", "C", "H", "H", "H", "H", "H", "H", "H", "H", "H", "H"], "coordinates": [[0.757, -0.529, 0.009], [2.816, -1.573, -1.257], [2.148, -0.417, -2.026], [0.698, -0.446, -1.941], [0.073, 0.844, -2.312], [-0.699, 1.411, -1.154], [-1.331, 2.646, -1.205], [-1.712, 3.236, -0.002], [-1.352, 2.626, 1.199], [-0.717, 1.392, 1.142], [0.016, 0.806, 2.317], [0.686, -0.466, 1.962], [2.135, -0.382, 1.995], [2.821, -1.537, 1.239], [2.133, -1.842, -0.003], [-0.557, 0.727, -0.011], [3.885, -1.372, -1.125], [2.750, -2.477, -1.876], [2.474, -0.428, -3.073], [2.520, 0.513, -1.576], [0.171, -1.100, -2.520], [-0.616, 0.685, -3.151], [0.819, 1.577, -2.642], [-1.470, 3.166, -2.145], [-2.197, 4.208, 0.002], [-1.510, 3.130, 2.145], [-0.712, 0.615, 3.115], [0.731, 1.541, 2.708], [0.198, -1.132, 2.555], [2.495, -0.351, 3.030], [2.456, 0.549, 1.509], [2.786, -2.432, 1.874], [3.883, -1.309, 1.092], [1.748, -2.808, 0.004], [-2.200, 0.197, 1.627], [-1.673, -0.529, 0.009], [-2.200, 0.510, -1.428], [-2.200, -2.292, -0.172], [-3.291, 0.233, 1.707], [-1.823, 1.217, 1.743], [-1.823, -0.396, 2.466], [-3.291, 0.561, -1.499], [-1.823, 0.100, -2.370], [-1.823, 1.533, -1.335], [-3.291, -2.380, -0.181], [-1.823, -2.903, 0.654], [-1.823, -2.723, -1.104], [0.757, -2.197, 0.009]]}